Entry 1:
92
Properties=species:S:1:pos:R:3:lowdin_spin:R:1 method="wB97M-V/def2-TZVPD" gap_ev="5.893 / 7.538" multiplicity=3 relative_energy_ev=0.311
W -0.56 -0.06 -0.21 1.56
C -3.73 3.05 1.45 0.00
C -2.70 3.78 0.58 0.00
C -2.82 5.30 0.73 0.00
C -2.94 3.43 -0.89 0.00
N -1.34 3.39 1.09 0.02
C -1.02 3.70 2.40 0.01
C 0.25 3.34 2.60 0.01
N 0.74 2.79 1.43 0.02
B 2.18 2.23 1.46 0.00
N 2.30 0.87 2.23 0.01
C 3.56 0.41 2.55 0.00
C 3.42 -0.78 3.15 0.00
N 2.07 -1.07 3.20 0.00
C 1.40 -0.05 2.60 0.01
S -0.31 0.05 2.35 0.03
C 1.49 -2.30 3.84 0.00
C 0.53 -1.89 4.95 0.00
C 2.62 -3.12 4.45 0.00
C 0.79 -3.15 2.78 0.00
N 2.80 2.07 0.05 0.00
C 3.41 3.13 -0.58 0.00
C 3.68 2.77 -1.84 0.00
N 3.24 1.46 -2.00 0.00
C 2.68 1.05 -0.84 0.01
S 1.99 -0.48 -0.46 0.02
C 3.25 0.83 -3.37 0.00
C 4.64 1.07 -3.98 0.00
C 2.99 -0.67 -3.37 0.00
C 2.17 1.53 -4.20 0.00
C -0.27 2.78 0.52 0.01
S -0.09 2.28 -1.13 0.03
H -4.72 3.10 0.97 0.00
H -3.81 3.49 2.44 0.00
H -3.45 2.00 1.54 0.00
H -3.78 5.62 0.33 0.00
H -2.03 5.80 0.17 0.00
H -2.76 5.62 1.77 0.00
H -3.97 3.71 -1.12 0.00
H -2.82 2.36 -1.06 0.00
H -2.27 3.97 -1.55 0.00
H -1.73 4.12 3.09 0.00
H 0.87 3.40 3.49 0.00
H 2.85 3.03 2.07 0.00
H 4.45 0.97 2.32 0.00
H 4.18 -1.45 3.53 0.00
H 1.04 -1.24 5.67 0.00
H 0.18 -2.78 5.48 0.00
H -0.33 -1.36 4.56 0.00
H 3.15 -2.57 5.23 0.00
H 3.33 -3.46 3.70 0.00
H 2.18 -4.01 4.91 0.00
H 0.00 -2.60 2.28 0.00
H 0.35 -4.03 3.26 0.00
H 1.51 -3.49 2.03 0.00
H 3.60 4.06 -0.07 0.00
H 4.14 3.33 -2.64 0.00
H 5.42 0.74 -3.29 0.00
H 4.81 2.12 -4.22 0.00
H 4.73 0.51 -4.90 0.00
H 3.66 -1.20 -2.69 0.00
H 3.16 -1.03 -4.38 0.00
H 1.96 -0.91 -3.09 0.00
H 2.35 2.60 -4.27 0.00
H 1.19 1.38 -3.74 0.00
H 2.15 1.11 -5.20 0.00
Cl -4.46 -0.57 1.94 0.01
C -4.72 -0.44 0.23 0.03
C -5.97 -0.69 -0.30 0.00
C -6.17 -0.69 -1.68 0.05
C -5.09 -0.43 -2.52 0.00
C -3.85 -0.16 -1.99 0.03
Cl -2.49 0.15 -3.02 0.02
C -3.60 -0.15 -0.58 0.01
N -2.37 0.15 -0.12 0.01
H -6.79 -0.91 0.37 0.00
H -7.15 -0.90 -2.09 0.00
H -5.21 -0.46 -3.60 0.00
O -0.29 -1.50 -1.86 0.02
C -0.60 -2.46 -1.09 0.03
O -0.88 -2.15 0.11 0.01
C -0.60 -3.87 -1.53 0.00
C 0.16 -4.24 -2.64 0.00
C 0.19 -5.57 -3.03 0.00
C -0.57 -6.51 -2.34 0.00
C -1.33 -6.13 -1.24 0.00
C -1.33 -4.81 -0.83 0.00
H 0.73 -3.49 -3.17 0.00
H 0.80 -5.88 -3.87 0.00
H -0.56 -7.55 -2.66 0.00
H -1.93 -6.87 -0.72 0.00
H -1.89 -4.49 0.04 0.00

***

Entry 2:
13
Properties=species:S:1:pos:R:3:nbo_charge:R:1 method="wB97M-V/def2-TZVPD" gap_ev=6.885 relative_energy_ev=3.997
C -2.83 -0.64 0.19 0.40
C 1.18 1.35 -0.01 -0.69
C 0.33 0.38 -0.64 -0.46
N 0.51 -1.09 0.19 -0.80
O -2.27 -1.68 0.04 -0.53
S -3.60 0.64 0.37 0.13
H 2.31 1.10 0.11 0.12
H 0.92 1.52 1.05 0.19
H 1.26 2.41 -0.47 0.25
H 0.68 -0.02 -1.68 0.13
H 1.32 -0.92 0.75 0.40
H 0.61 -1.83 -0.58 0.42
H -0.42 -1.23 0.67 0.44

***

Entry 3:
9
Properties=species:S:1:pos:R:3:nbo_charge:R:1 method="wB97M-V/def2-TZVPD" gap_ev="7.524 / 7.029" relative_energy_ev=2.004
C -1.14 -0.89 0.07 -1.03
O 0.89 1.95 -0.40 -1.01
O 1.67 -0.45 0.01 -1.08
P 2.22 1.04 -0.08 1.07
P 0.54 -1.62 0.20 0.84
H -1.50 -0.23 0.79 0.23
H -1.50 -0.54 -0.96 0.24
H -1.77 -1.68 0.01 0.24
H 0.58 2.41 0.37 0.50

***

Entry 4:
28
Properties=species:S:1:pos:R:3:nbo_charge:R:1 method="wB97M-V/def2-TZVPD" gap_ev=7.419 relative_energy_ev=5.653
C -0.37 0.34 0.85 0.26
C -0.04 0.73 -0.58 0.03
C 0.14 -1.79 0.46 -0.27
C -1.72 0.70 1.43 -0.69
C 0.78 2.02 -0.77 -0.62
C -1.27 0.82 -1.49 -0.63
C 0.85 -2.08 1.76 -0.65
N 0.85 -0.40 -1.01 -0.41
N 0.99 -0.78 -2.38 -0.67
O 0.66 0.77 1.75 -0.77
H 0.50 1.68 2.03 0.45
H 1.74 -0.32 -0.51 0.37
H 0.28 -1.49 -2.58 0.35
H 1.88 -1.25 -2.55 0.36
H 0.52 -2.46 -0.32 0.15
H -0.92 -2.00 0.46 0.18
H -2.54 0.28 0.85 0.22
H -1.82 0.29 2.44 0.23
H -1.87 1.79 1.51 0.19
H -1.88 -0.09 -1.45 0.21
H 1.70 1.99 -0.18 0.22
H 1.09 2.15 -1.81 0.22
H 0.20 2.88 -0.44 0.20
H -1.89 1.67 -1.20 0.22
H -1.00 1.01 -2.53 0.23
H 0.19 -1.89 2.60 0.21
H 1.72 -1.44 1.90 0.22
H 1.22 -3.12 1.77 0.20

***

Entry 5:
14
Properties=species:S:1:pos:R:3:nbo_charge:R:1 method="wB97M-V/def2-TZVPD" gap_ev=11.697 relative_energy_ev=1.925 smiles=FCCCCCl
F 2.69 0.26 -0.90 -0.40
C 1.93 -0.54 0.10 0.03
C 0.60 0.18 0.45 -0.44
C -0.55 -0.10 -0.54 -0.42
C -1.92 0.23 0.00 -0.36
Cl -2.13 1.92 0.59 -0.07
H 2.43 -0.24 1.08 0.20
H 1.72 -1.53 -0.34 0.19
H 0.91 1.22 0.41 0.24
H 0.23 -0.10 1.49 0.21
H -0.56 0.27 -1.59 0.22
H -0.56 -1.09 -0.63 0.19
H -2.82 0.06 -0.81 0.22
H -1.97 -0.55 0.69 0.20

***

Entry 6:
46
Properties=species:S:1:pos:R:3:nbo_charge:R:1 method="wB97M-V/def2-TZVPD" total_charge=-2 gap_ev="4.944 / 4.179" multiplicity=2 relative_energy_ev=3.868
V -0.08 0.87 -0.23 0.94
Te -2.12 0.06 -1.33 0.05
Te -4.39 1.46 -0.71 -0.05
Te -7.52 -1.36 -2.98 -0.39
Te -4.96 -0.89 -2.38 0.11
F 2.18 2.11 3.45 -0.33
C 2.59 2.21 2.18 0.73
F 3.59 3.11 2.15 -0.34
F 3.10 1.03 1.81 -0.32
S 1.22 2.73 0.99 1.55
O 0.17 1.71 1.60 -0.94
O 0.95 4.09 1.44 -0.94
N -0.74 2.62 -1.17 -1.17
S 0.05 2.13 -2.38 2.14
O 1.25 1.36 -1.93 -0.97
O -0.60 1.66 -3.59 -0.97
C 0.80 3.67 -3.14 0.70
F 1.65 4.28 -2.29 -0.34
F 1.52 3.39 -4.25 -0.35
F -0.14 4.56 -3.47 -0.33
C 2.68 -1.73 -2.65 -0.63
C 1.39 -2.21 -1.99 0.14
C 1.16 -3.70 -2.23 -0.62
O 0.28 -1.46 -2.47 -0.70
C 1.51 -1.93 -0.47 0.78
O 2.21 -2.67 0.22 -0.72
O 0.85 -0.93 -0.06 -0.78
H 2.66 -1.93 -3.73 0.18
H 3.54 -2.24 -2.21 0.21
H 2.79 -0.65 -2.50 0.24
H 1.33 -3.95 -3.28 0.18
H 0.12 -3.94 -1.98 0.21
H 1.83 -4.29 -1.61 0.23
H 0.25 -1.50 -3.44 0.47
C -2.17 -0.05 5.46 -0.26
O -2.46 0.66 4.27 -0.52
C -2.20 0.10 3.04 0.89
O -2.59 0.65 2.05 -0.58
N -1.51 -1.08 3.09 -0.51
N -1.16 -1.67 1.88 -0.63
H -2.58 0.54 6.27 0.19
H -1.09 -0.15 5.62 0.17
H -2.63 -1.04 5.46 0.17
H -1.05 -1.37 3.94 0.37
H -1.54 -2.60 1.80 0.35
H -0.15 -1.67 1.73 0.39

***

Entry 7:
85
Properties=species:S:1:pos:R:3:mulliken_charge:R:1 method="wB97M-V/def2-TZVPD" total_charge=+2 gap_ev=8.610
Al -0.06 0.58 0.77 0.57
Cl 1.93 -0.08 0.32 -0.34
P 0.00 -3.34 -0.86 2.06
P -0.11 2.65 -0.37 1.37
C 0.41 -3.91 0.78 0.27
C 1.27 -3.74 -2.04 0.04
C -1.68 -3.69 -1.34 0.25
C -1.78 3.35 -0.55 0.21
C 0.80 3.70 0.82 0.22
C 0.74 3.05 -1.93 0.80
C -0.54 -4.58 1.57 -0.47
C -0.17 -5.14 2.79 -0.64
C 1.14 -5.03 3.25 -0.49
C 2.09 -4.32 2.50 -0.78
C 1.72 -3.75 1.28 0.01
H -1.57 -4.68 1.20 0.47
H -0.92 -5.67 3.39 0.44
H 1.44 -5.51 4.19 0.42
H 3.11 -4.23 2.85 0.45
H 2.46 -3.18 0.70 0.34
C -2.73 -3.12 -0.60 -0.16
C -4.05 -3.37 -0.96 -0.76
C -4.33 -4.17 -2.08 -0.52
C -3.29 -4.69 -2.85 -0.64
C -1.96 -4.45 -2.49 -0.48
H -2.51 -2.46 0.25 0.40
H -4.87 -2.93 -0.38 0.43
H -5.37 -4.38 -2.34 0.41
H -3.50 -5.28 -3.73 0.42
H -1.13 -4.85 -3.09 0.44
C 1.97 -4.97 -1.97 -0.46
C 2.98 -5.23 -2.89 -0.63
C 3.32 -4.28 -3.86 -0.49
C 2.65 -3.06 -3.91 -0.61
C 1.63 -2.78 -3.01 -0.28
H 1.71 -5.69 -1.20 0.45
H 3.50 -6.19 -2.85 0.42
H 4.11 -4.50 -4.58 0.41
H 2.93 -2.31 -4.65 0.43
H 1.10 -1.82 -3.03 0.32
C 2.19 3.54 0.90 -0.37
C 2.90 4.14 1.93 -0.78
C 2.23 4.87 2.91 -0.53
C 0.84 5.03 2.84 -0.70
C 0.13 4.48 1.78 -0.37
H 2.70 2.92 0.15 0.44
H 3.99 4.03 1.97 0.43
H 2.78 5.33 3.73 0.43
H 0.31 5.58 3.61 0.47
H -0.95 4.62 1.70 0.42
C -2.91 2.57 -0.25 -0.30
C -4.18 3.16 -0.26 -0.69
C -4.33 4.49 -0.65 -0.61
C -3.22 5.24 -1.04 -0.70
C -1.94 4.67 -1.01 -0.26
H -2.79 1.51 0.00 0.28
H -5.05 2.57 0.04 0.42
H -5.32 4.95 -0.65 0.40
H -3.33 6.27 -1.38 0.43
H -1.07 5.24 -1.34 0.29
C 1.23 4.34 -2.17 -0.25
C 1.83 4.65 -3.39 -0.85
C 1.97 3.66 -4.37 -0.55
C 1.50 2.36 -4.13 -0.56
C 0.87 2.05 -2.92 -0.47
H 1.16 5.11 -1.40 0.35
H 2.20 5.66 -3.57 0.41
H 2.44 3.90 -5.32 0.41
H 1.62 1.59 -4.89 0.42
H 0.49 1.05 -2.72 0.30
H -1.03 -0.42 -0.19 -0.15
H -0.05 -1.94 -0.85 -0.88
N 0.79 -1.16 3.20 -0.11
C 0.44 0.09 3.55 0.71
C 0.78 0.64 4.80 -0.87
C 0.13 1.78 5.22 -0.40
C -0.85 2.34 4.39 -0.92
C -1.04 1.85 3.11 -0.06
N -0.29 0.81 2.64 0.45
H 0.48 -1.59 2.34 -0.19
H 1.24 -1.77 3.88 0.28
H 1.53 0.12 5.39 0.42
H 0.35 2.23 6.19 0.47
H -1.44 3.20 4.71 0.47
H -1.78 2.27 2.43 0.55

***

Entry 8:
40
Properties=species:S:1:pos:R:3:nbo_charge:R:1 method="wB97M-V/def2-TZVPD" total_charge=-3 gap_ev="6.114 / 6.012" multiplicity=6 relative_energy_ev=0.994
Fe 0.87 0.17 -0.52 1.85
S 0.27 -3.11 0.34 2.62
O 1.03 -4.00 -0.52 -1.04
O 0.52 -1.68 -0.02 -1.11
O -1.18 -3.35 0.27 -1.11
O 0.72 -3.26 1.75 -1.11
S 2.45 -0.62 -2.57 2.60
O 3.18 0.47 -3.22 -1.04
O 2.80 -1.92 -3.10 -1.02
O 2.66 -0.48 -1.10 -1.02
O 1.01 -0.31 -2.45 -1.05
S 1.64 2.72 -0.43 2.59
O 2.07 1.53 0.35 -1.04
O 2.60 3.02 -1.48 -1.01
O 0.44 2.02 -0.99 -1.09
O 1.30 3.91 0.35 -1.06
C -0.76 1.58 1.93 -0.24
O -0.38 0.36 1.30 -0.73
H -0.25 1.55 2.90 0.16
H -0.50 2.47 1.36 0.24
H -1.83 1.66 2.14 0.13
H -0.68 -0.39 1.82 0.51
C 2.96 -0.93 3.05 -0.22
O 2.10 -1.01 1.96 -0.75
H 2.42 -0.87 4.01 0.11
H 3.60 -1.82 3.11 0.14
H 3.62 -0.06 2.98 0.16
H 1.88 -1.96 1.83 0.52
C -3.63 -0.62 -1.31 -0.63
C -2.53 0.39 -1.70 0.12
C -2.73 1.68 -0.94 -0.63
O -1.31 -0.20 -1.27 -0.73
H -3.54 -1.57 -1.83 0.22
H -4.57 -0.16 -1.67 0.17
H -3.71 -0.72 -0.23 0.21
H -2.56 0.58 -2.78 0.15
H -3.61 2.21 -1.34 0.16
H -1.89 2.38 -1.05 0.27
H -3.03 1.46 0.08 0.19
H -1.45 -1.13 -1.04 0.52

***

Entry 9:
15
Properties=species:S:1:pos:R:3:nbo_charge:R:1 method="wB97M-V/def2-TZVPD" total_charge=+1 gap_ev=11.175 relative_energy_ev=1.419
C 1.40 0.53 0.12 -0.10
C 1.16 1.87 -0.32 -0.33
N 0.26 -0.44 -0.03 -0.72
H 2.22 0.13 0.71 0.24
H 2.03 2.68 -0.31 0.26
H 0.21 2.32 -0.60 0.23
H 0.54 -1.34 0.46 0.44
H -0.54 -0.17 0.53 0.46
H -0.01 -0.58 -0.97 0.46
H -0.60 0.02 2.81 0.49
H -1.06 -1.47 2.91 0.50
O -1.10 -0.65 2.40 -0.97
H -1.99 -0.72 -2.25 0.50
H -0.79 -1.12 -3.10 0.51
O -1.05 -0.75 -2.25 -0.97

***

Entry 10:
12
Properties=species:S:1:pos:R:3:nbo_charge:R:1 method="wB97M-V/def2-TZVPD" gap_ev=8.651 relative_energy_ev=0.733 smiles="Cc1s[nH]c(=O)c1Cl"
C -0.23 1.42 -1.33 -0.68
C -0.22 0.50 -0.21 -0.15
S -0.84 0.80 1.36 0.64
N -0.36 -0.65 1.89 -0.80
C 0.36 -1.58 0.98 0.61
O 0.81 -2.60 1.39 -0.56
C 0.39 -0.81 -0.22 -0.20
Cl 0.76 -1.63 -1.75 0.00
H -0.41 2.44 -0.90 0.23
H -0.89 1.42 -2.25 0.26
H 0.78 1.41 -1.75 0.25
H -0.15 -0.70 2.80 0.40

***

Entry 11:
14
Properties=species:S:1:pos:R:3:nbo_charge:R:1 method="wB97M-V/def2-TZVPD" total_charge=+2 gap_ev=9.193 relative_energy_ev=1.058 smiles="[NH3+]/C(S)=C(/[NH3+])S"
N -0.93 0.65 1.53 -0.71
C -0.20 -0.24 0.68 -0.09
S 0.24 -1.84 1.27 0.15
C 0.09 0.18 -0.60 -0.04
N 0.89 -0.68 -1.60 -0.69
S -0.28 1.83 -1.11 0.14
H -1.75 0.99 0.94 0.48
H -1.38 0.00 2.23 0.49
H -0.42 1.45 1.90 0.48
H 0.08 -1.58 2.57 0.18
H 0.70 -0.50 -2.60 0.49
H 0.90 -1.61 -1.20 0.47
H 1.84 -0.31 -1.60 0.47
H 0.22 1.66 -2.42 0.19

***

Entry 12:
11
Properties=species:S:1:pos:R:3:mulliken_charge:R:1 method="wB97M-V/def2-TZVPD" gap_ev="7.392 / 7.389" relative_energy_ev=5.213
N -1.14 -1.73 -0.89 -0.73
C -0.53 -0.76 -0.27 0.62
C 0.69 0.07 -0.73 -0.36
N 0.83 1.26 0.08 -0.37
C 0.11 1.36 1.07 0.01
N -1.04 -0.54 0.92 -0.57
H -0.50 -2.24 -1.49 0.20
H 1.61 -0.52 -0.65 0.28
H 0.55 0.34 -1.78 0.28
H 0.08 2.21 1.77 0.38
H -0.77 0.43 1.52 0.25

***

The records above yield energy values of -4061.69532, -646.56507, -873.64738, -462.07411, -717.20356, -4565.76033, -3079.65132, -3786.98612, -287.14420, -1143.16030, -986.16202, -281.39847 Ha, respectively.